# 1
{"formula": "C5H9N", "method": "wB97M-V/def2-TZVPD", "species": ["C", "C", "C", "N", "C", "C", "H", "H", "H", "H", "H", "H", "H", "H", "H"], "positions_angstrom": [[-1.20, 0.67, 0.76], [-1.12, 0.68, -0.78], [-0.28, -0.46, 1.08], [0.71, -0.53, 0.18], [1.94, -1.00, 0.33], [0.26, 0.08, -1.09], [-0.84, 1.62, 1.18], [-2.22, 0.53, 1.14], [-1.91, 0.05, -1.18], [-1.24, 1.68, -1.21], [-0.17, -0.98, 2.02], [2.27, -1.22, 1.34], [2.56, -1.20, -0.53], [0.22, -0.71, -1.85], [1.01, 0.80, -1.41]], "lowdin_charge": [-0.19, -0.16, -0.12, -0.24, -0.03, -0.12, 0.10, 0.10, 0.11, 0.10, 0.11, 0.05, 0.05, 0.12, 0.12], "e_lumo_ev": 1.06, "gap_ha": 0.2749, "total_charge": 0, "e_tot_ev": -6818.7745, "e_above_lowest_ev": 2.220}

# 2
{"formula": "C20H14N7RhS3", "method": "wB97M-V/def2-TZVPD", "species": ["Rh", "C", "S", "C", "S", "N", "N", "C", "C", "C", "C", "C", "C", "N", "H", "H", "H", "H", "H", "H", "H", "H", "S", "N", "C", "C", "C", "C", "C", "N", "C", "C", "N", "C", "C", "C", "C", "C", "N", "H", "H", "H", "H", "H", "H"], "positions_angstrom": [[0.43, 2.44, 0.83], [-3.64, 5.52, 2.74], [-3.63, 3.74, 3.06], [-2.25, 3.14, 2.20], [-0.95, 4.12, 1.56], [-2.18, 1.84, 2.11], [-1.33, 1.28, 1.34], [-0.58, 0.21, 1.57], [-0.16, -0.72, 0.58], [0.89, -1.62, 1.00], [1.22, -3.02, 0.49], [2.12, -1.47, -1.38], [1.92, -0.23, -1.82], [0.29, 1.43, -1.03], [-3.90, 6.01, 3.68], [-4.43, 5.71, 2.01], [-2.69, 5.87, 2.37], [-0.38, -0.06, 2.61], [1.19, -1.47, 2.03], [1.64, -3.69, 1.23], [2.42, -2.25, -2.07], [2.01, 0.02, -2.86], [-0.93, -5.58, -1.32], [-1.50, -4.15, -1.75], [-0.80, -3.17, -1.18], [-1.12, -1.80, -1.51], [-1.93, -1.54, -2.62], [-2.17, -0.24, -3.06], [-1.46, 0.80, -2.49], [-0.67, 0.55, -1.43], [-0.64, -0.68, -0.79], [1.50, 0.85, -0.91], [2.25, 1.36, 0.06], [3.38, 0.95, 0.61], [3.91, -0.35, 0.85], [3.40, -1.59, 0.64], [2.08, -1.87, 0.04], [0.25, -3.70, -0.36], [0.25, -5.02, -0.38], [-2.38, -2.38, -3.13], [-2.82, -0.05, -3.90], [-1.44, 1.80, -2.88], [3.96, 1.77, 1.03], [4.88, -0.31, 1.32], [3.98, -2.45, 0.94]], "lowdin_charge": [0.75, -0.37, 0.92, -1.02, 0.70, -0.07, -0.13, -0.09, -0.09, -0.07, -0.06, 0.04, 0.04, 0.03, 0.05, 0.05, 0.00, 0.15, 0.16, 0.17, 0.15, 0.15, 1.12, -0.23, -0.27, -0.05, 0.07, 0.03, 0.04, -0.02, -0.07, -0.32, 0.06, 0.01, 0.01, 0.11, -0.30, -0.29, -0.21, 0.13, 0.14, 0.16, 0.14, 0.13, 0.15], "e_lumo_ev": [-8.97, -8.98], "gap_ha": [0.1551, 0.1557], "total_charge": 2, "e_tot_ev": -66888.7023, "e_above_lowest_ev": 9.880}

# 3
{"formula": "C34H26N3P2RuS2", "method": "wB97M-V/def2-TZVPD", "species": ["Ru", "C", "P", "C", "C", "C", "C", "C", "C", "C", "C", "C", "C", "C", "C", "C", "C", "C", "C", "C", "P", "C", "C", "C", "C", "C", "C", "C", "C", "C", "C", "C", "C", "N", "H", "H", "H", "H", "H", "H", "H", "H", "H", "H", "H", "H", "H", "H", "H", "H", "H", "H", "H", "H", "H", "H", "H", "H", "H", "H", "S", "C", "C", "N", "C", "S", "C", "N"], "positions_angstrom": [[0.78, -0.21, 0.28], [0.30, 3.30, 0.26], [-0.85, 2.13, 1.07], [0.29, 1.28, 2.23], [1.68, 1.33, 2.14], [2.46, 0.65, 3.09], [1.87, -0.03, 4.12], [0.48, -0.08, 4.23], [-0.30, 0.55, 3.28], [-1.72, 3.26, 2.22], [-1.11, 3.82, 3.34], [-1.81, 4.72, 4.14], [-3.12, 5.06, 3.83], [-3.74, 4.49, 2.72], [-3.04, 3.59, 1.93], [0.94, 2.70, -0.95], [1.24, 3.30, -2.15], [1.67, 2.28, -3.03], [1.59, 1.10, -2.33], [1.75, -0.32, -2.76], [0.52, -1.19, -1.74], [-1.11, -0.71, -2.38], [-1.28, -0.16, -3.65], [-2.54, 0.21, -4.08], [-3.64, 0.04, -3.25], [-3.48, -0.50, -1.98], [-2.22, -0.87, -1.54], [0.69, -2.96, -2.01], [-0.41, -3.81, -1.82], [-0.26, -5.18, -1.93], [0.99, -5.72, -2.23], [2.08, -4.89, -2.42], [1.93, -3.52, -2.31], [1.16, 1.34, -1.04], [1.01, 3.69, 1.00], [-0.31, 4.15, -0.06], [2.17, 1.95, 1.39], [3.54, 0.68, 3.01], [2.49, -0.55, 4.85], [0.01, -0.63, 5.03], [-1.38, 0.50, 3.35], [-0.09, 3.56, 3.59], [-1.32, 5.16, 5.00], [-3.66, 5.76, 4.45], [-4.76, 4.75, 2.48], [-3.53, 3.14, 1.07], [1.14, 4.35, -2.36], [1.97, 2.39, -4.06], [2.73, -0.74, -2.51], [1.59, -0.46, -3.82], [-0.43, -0.01, -4.30], [-2.66, 0.65, -5.06], [-4.62, 0.34, -3.59], [-4.34, -0.62, -1.33], [-2.10, -1.27, -0.55], [-1.38, -3.40, -1.58], [-1.11, -5.83, -1.77], [1.11, -6.80, -2.29], [3.05, -5.31, -2.64], [2.80, -2.88, -2.45], [2.80, -1.15, 0.35], [2.48, -2.81, 0.73], [3.56, -3.73, 0.55], [4.43, -4.45, 0.37], [1.26, -3.19, 1.18], [0.01, -2.03, 1.43], [0.99, -4.56, 1.51], [0.76, -5.66, 1.76]], "mulliken_spin": [0.60, 0.00, -0.01, 0.00, 0.00, 0.00, -0.01, 0.00, 0.00, 0.00, 0.00, 0.00, 0.00, 0.00, 0.00, 0.00, 0.02, 0.01, 0.00, 0.00, 0.02, -0.02, 0.00, 0.00, 0.00, 0.00, -0.02, -0.01, 0.02, 0.00, 0.00, 0.00, 0.00, -0.01, 0.00, 0.00, 0.01, 0.00, 0.00, 0.00, 0.00, 0.00, 0.00, 0.00, 0.00, 0.00, 0.00, 0.00, 0.00, 0.00, 0.00, 0.00, 0.00, 0.00, 0.00, 0.00, 0.00, 0.00, 0.00, 0.00, 0.16, 0.04, 0.00, 0.01, -0.01, 0.20, 0.00, -0.01], "e_lumo_ev": [-0.73, -1.58], "gap_ha": [0.2533, 0.2235], "total_charge": 0, "e_tot_ev": -82981.5043, "e_above_lowest_ev": 0.661, "s_squared": 0.7664, "spin_multiplicity": 2}

# 4
{"formula": "C25H20N2O2PSe2W", "method": "wB97M-V/def2-TZVPD", "species": ["W", "Se", "P", "Se", "C", "C", "C", "C", "C", "C", "C", "C", "C", "C", "C", "C", "H", "H", "H", "H", "H", "H", "H", "H", "H", "H", "O", "C", "O", "C", "C", "C", "C", "C", "C", "N", "C", "C", "C", "C", "C", "C", "N", "H", "H", "H", "H", "H", "H", "H", "H", "H", "H"], "positions_angstrom": [[-0.44, 1.10, -0.20], [1.96, 1.14, -0.11], [1.42, -0.66, -1.40], [-0.66, -0.19, -2.24], [2.56, -0.68, -2.75], [3.32, 0.41, -3.17], [4.16, 0.25, -4.26], [4.24, -0.97, -4.92], [3.48, -2.05, -4.50], [2.63, -1.92, -3.41], [1.33, -2.11, -0.40], [0.20, -2.94, -0.36], [0.22, -4.09, 0.41], [1.36, -4.41, 1.14], [2.49, -3.60, 1.09], [2.48, -2.45, 0.33], [3.27, 1.36, -2.66], [4.77, 1.08, -4.59], [4.91, -1.08, -5.76], [3.55, -3.00, -5.01], [2.05, -2.78, -3.08], [-0.68, -2.72, -0.95], [-0.63, -4.75, 0.42], [1.38, -5.31, 1.74], [3.38, -3.87, 1.65], [3.37, -1.83, 0.29], [-4.42, -3.07, 4.51], [-3.64, -2.07, 4.93], [-3.23, -1.99, 6.05], [-3.23, -1.04, 3.91], [-2.56, -1.41, 2.75], [-2.07, -0.42, 1.91], [-2.26, 0.92, 2.22], [-2.95, 1.30, 3.36], [-3.42, 0.31, 4.21], [-1.71, 1.85, 1.28], [-1.81, 3.14, 1.29], [-1.25, 3.88, 0.16], [-1.34, 5.25, 0.05], [-0.83, 5.85, -1.11], [-0.25, 5.06, -2.08], [-0.16, 3.68, -1.89], [-0.64, 3.10, -0.79], [-4.80, -2.89, 3.64], [-2.41, -2.46, 2.51], [-1.55, -0.76, 0.99], [-3.12, 2.34, 3.62], [-3.92, 0.58, 5.13], [-2.33, 3.65, 2.09], [-1.81, 5.84, 0.82], [-0.90, 6.92, -1.24], [0.14, 5.48, -3.00], [0.31, 3.04, -2.62]], "mulliken_spin": [1.86, 0.07, -0.04, 0.08, 0.01, -0.01, 0.00, 0.00, 0.00, 0.00, 0.02, 0.01, 0.00, 0.00, 0.00, -0.02, 0.00, 0.00, 0.00, 0.00, 0.00, -0.01, 0.00, 0.00, 0.00, 0.00, 0.00, 0.00, 0.00, 0.00, 0.03, 0.09, -0.09, -0.01, 0.00, -0.01, -0.02, 0.02, 0.00, 0.03, -0.01, 0.05, -0.05, 0.00, 0.00, -0.02, 0.00, 0.00, 0.00, 0.00, 0.00, 0.00, 0.01], "e_lumo_ev": [-11.55, -11.50], "gap_ha": [0.2039, 0.2056], "total_charge": 3, "e_tot_ev": -175104.7377, "e_above_lowest_ev": 0.000, "s_squared": 2.0217, "spin_multiplicity": 3}

# 5
{"formula": "C9H11I3", "method": "wB97M-V/def2-TZVPD", "species": ["C", "C", "C", "C", "C", "C", "C", "C", "C", "I", "I", "I", "H", "H", "H", "H", "H", "H", "H", "H", "H", "H", "H"], "positions_angstrom": [[-3.63, -2.02, -0.44], [-0.62, -0.25, -1.01], [-1.95, -0.01, -0.61], [0.38, 0.79, -0.75], [1.69, 0.53, -0.92], [-2.90, -0.96, -0.36], [3.86, 1.18, 0.17], [2.74, 1.66, -0.83], [-2.26, -1.29, 2.25], [-0.17, -1.48, 1.86], [-2.96, 0.64, 2.85], [-3.10, -2.87, 3.33], [-3.74, -2.77, 0.41], [-4.31, -2.00, -1.32], [-0.41, -1.15, -1.50], [-2.33, 1.03, -0.57], [-0.04, 1.76, -0.43], [2.25, -0.46, -1.14], [4.42, 1.99, 0.52], [3.31, 0.56, 0.95], [4.56, 0.50, -0.26], [2.21, 2.54, -0.38], [3.02, 2.10, -1.83]], "lowdin_charge": [-0.01, -0.17, -0.23, -0.17, -0.14, -0.17, -0.10, -0.24, -1.85, 0.79, 0.64, 0.69, 0.03, 0.08, 0.09, 0.11, 0.12, 0.15, 0.04, 0.09, 0.05, 0.10, 0.11], "e_lumo_ev": [-0.64, -1.35], "gap_ha": [0.2693, 0.2106], "total_charge": 0, "e_tot_ev": -33806.9923, "e_above_lowest_ev": 2.613}

# 6
{"formula": "C22H41F5NO10", "method": "wB97M-V/def2-TZVPD", "species": ["N", "C", "F", "F", "C", "F", "F", "F", "H", "O", "C", "O", "C", "C", "C", "H", "H", "H", "H", "H", "H", "H", "H", "O", "C", "O", "C", "C", "C", "H", "H", "H", "H", "H", "H", "H", "H", "O", "C", "O", "C", "C", "C", "H", "H", "H", "H", "H", "H", "H", "H", "O", "C", "O", "C", "C", "C", "H", "H", "H", "H", "H", "H", "H", "H", "O", "C", "O", "C", "C", "C", "H", "H", "H", "H", "H", "H", "H", "H"], "positions_angstrom": [[-0.92, 2.75, 3.15], [-0.49, 2.65, 1.94], [-0.76, 1.36, 1.37], [-1.08, 3.52, 0.91], [1.05, 2.83, 1.56], [1.39, 4.11, 1.32], [1.83, 2.42, 2.58], [1.46, 2.14, 0.46], [-1.06, 3.73, 3.39], [-0.65, -2.42, 6.50], [-1.27, -1.99, 5.55], [-1.50, -0.68, 5.46], [-2.18, -0.08, 4.32], [-3.68, -0.18, 4.47], [-1.83, -2.94, 4.51], [-1.83, -0.55, 3.40], [-1.84, 0.95, 4.28], [-4.03, -1.21, 4.52], [-4.12, 0.31, 3.60], [-4.01, 0.34, 5.37], [-2.78, -3.32, 4.89], [-1.14, -3.77, 4.42], [-2.01, -2.49, 3.54], [7.16, 2.42, -1.95], [6.44, 1.80, -1.21], [5.62, 2.47, -0.39], [4.67, 1.81, 0.47], [5.30, 1.36, 1.77], [6.50, 0.29, -1.15], [4.19, 0.99, -0.07], [3.90, 2.56, 0.65], [6.08, 0.62, 1.61], [4.53, 0.92, 2.41], [5.73, 2.21, 2.29], [7.33, 0.02, -0.48], [6.74, -0.07, -2.14], [5.60, -0.19, -0.79], [-1.80, -0.25, -0.55], [-0.65, -0.13, -0.89], [-0.41, 0.31, -2.15], [0.92, 0.61, -2.61], [1.66, -0.63, -3.05], [0.50, -0.45, 0.04], [1.46, 1.17, -1.85], [0.75, 1.28, -3.45], [1.82, -1.32, -2.22], [2.63, -0.38, -3.47], [1.09, -1.16, -3.81], [0.67, -1.53, -0.03], [0.18, -0.20, 1.04], [1.42, 0.06, -0.19], [3.20, -3.76, -5.02], [2.18, -4.39, -4.91], [1.05, -3.73, -4.56], [-0.23, -4.36, -4.52], [-0.48, -5.09, -3.22], [2.15, -5.89, -5.09], [-0.37, -5.01, -5.39], [-0.93, -3.53, -4.63], [0.21, -5.92, -3.08], [-1.50, -5.49, -3.20], [-0.37, -4.40, -2.38], [2.46, -6.34, -4.14], [2.89, -6.15, -5.84], [1.18, -6.30, -5.36], [-3.92, 2.06, 2.27], [-4.25, 2.66, 1.30], [-5.11, 3.72, 1.45], [-5.38, 4.62, 0.38], [-6.46, 4.11, -0.55], [-3.74, 2.28, -0.07], [-4.46, 4.86, -0.16], [-5.71, 5.53, 0.87], [-6.15, 3.19, -1.05], [-6.68, 4.85, -1.32], [-7.37, 3.90, 0.01], [-4.35, 1.48, -0.48], [-2.74, 1.89, 0.09], [-3.70, 3.10, -0.78]], "lowdin_charge": [0.08, -0.59, -0.04, -0.04, -0.51, 0.11, 0.11, 0.08, 0.04, 0.06, -0.55, 0.01, -0.21, -0.06, 0.00, 0.10, 0.09, 0.06, 0.05, 0.08, 0.09, 0.08, 0.07, 0.09, -0.53, 0.01, -0.23, -0.05, 0.01, 0.10, 0.11, 0.07, 0.08, 0.09, 0.09, 0.09, 0.07, 0.09, -0.51, 0.00, -0.23, -0.06, 0.00, 0.10, 0.12, 0.07, 0.08, 0.07, 0.09, 0.08, 0.05, 0.10, -0.53, -0.02, -0.23, -0.06, 0.01, 0.11, 0.13, 0.07, 0.08, 0.08, 0.10, 0.09, 0.07, 0.11, -0.49, -0.01, -0.25, -0.07, 0.01, 0.11, 0.12, 0.07, 0.07, 0.08, 0.10, 0.05, 0.07], "e_lumo_ev": 1.98, "gap_ha": 0.2409, "total_charge": -1, "e_tot_ev": -59033.3503}